Entry 1:
Molecular formula: C4H31N2O13
Method: DFT, ωB97M-V with the def2-TZVPD basis set

Each line ends with the Löwdin charge.
Element x y z (Å)
1 H 1.4548 -2.4080 -4.1484  0.08
2 H -1.3398 2.1576 0.0892  0.13
3 H 1.4118 -2.0491 1.3952  0.00
4 H 2.9453 -2.0543 1.4299  0.08
5 H 4.0080 1.8758 -3.4620  0.05
6 O 2.1867 -1.4552 1.4705  -0.06
7 H -1.3467 0.7762 3.2347  0.04
8 H -2.2146 -1.4315 -4.8911  0.08
9 H -3.3804 1.1740 0.9982  0.14
10 C -0.3749 0.2959 -0.6067  -0.18
11 O 1.1471 0.3975 -2.4863  -0.02
12 H 0.1124 0.0299 0.3402  0.16
13 C -2.5747 0.5305 0.6172  -0.24
14 C -1.5912 1.1835 -0.3555  -0.09
15 H -0.7224 2.0166 -3.7517  0.07
16 H 0.9881 2.5721 -0.1853  0.09
17 O -1.6824 -1.0962 -4.1520  -0.07
18 H 0.4466 -0.0804 4.0736  0.04
19 H -1.3539 -1.5024 -0.6068  0.14
20 N -0.8112 -0.9608 -1.2971  0.25
21 O 0.8178 2.4687 1.9954  -0.06
22 H 1.9377 2.5754 -1.5878  0.10
23 H -2.1098 1.4524 -1.3061  0.13
24 H 0.9578 3.3193 2.4464  0.09
25 O -1.5968 -2.4623 3.0993  -0.02
26 H -0.5653 -0.1984 5.2708  0.09
27 H 2.8134 0.4593 3.8320  0.10
28 O -2.5301 -0.6682 0.8131  0.01
29 H 2.5348 1.3917 -3.1472  -0.01
30 O -1.2756 1.4290 -3.2456  -0.04
31 O 3.1371 2.1465 -3.1693  -0.05
32 H 0.1063 -4.0062 1.3302  0.05
33 H 1.3474 1.8048 2.4857  0.03
34 H -1.1842 -1.7257 3.5957  0.02
35 C 0.6949 0.9727 -1.4826  -0.44
36 H -0.6307 -2.8096 2.0026  0.01
37 H -2.3121 -2.0440 2.6036  0.06
38 O 0.0088 -3.0643 1.2259  -0.10
39 O 1.9552 0.3976 3.3941  -0.06
40 H -1.4695 0.6631 -3.8009  0.01
41 H -1.3838 -0.7363 -2.1227  0.13
42 H 1.0865 -1.1176 -3.3398  0.02
43 O -1.6081 1.4231 2.5176  -0.08
44 O -0.4789 -0.3170 4.3210  -0.05
45 H -0.0111 -1.5376 -1.6150  0.15
46 N 1.1984 2.1287 -1.0605  0.24
47 O 0.7652 -2.0027 -3.6181  -0.06
48 H -0.7853 1.9391 2.3749  0.01
49 H 2.0974 -0.2585 2.6612  0.03
50 H -0.8256 -1.5948 -4.1801  0.03

Results
Frontier orbital gap ... 0.3865 hartree
Highest occupied orbital energy ... -12.88 eV
DFT total energy ... -1258.5403 Eh
Total charge ... +1

***

Entry 2:
Molecular formula: C4H31NO12
Method: DFT, ωB97M-V with the def2-TZVPD basis set

Each line ends with the Löwdin charge.
Element x y z (Å)
1 H -3.7277 -1.4010 2.5249  0.03
2 N 3.4004 1.3362 -0.4636  0.00
3 C -1.4160 0.2061 -0.7443  -0.42
4 O -2.7145 -0.0844 -3.8760  -0.05
5 H -1.7315 1.3377 0.9291  0.09
6 H 1.7958 -1.9817 3.7723  0.02
7 H -0.2304 -0.4618 2.4273  0.03
8 H 0.9616 1.8809 -4.4353  0.05
9 H 0.8069 1.4311 -0.1377  0.07
10 H -1.2716 -3.9782 2.5712  0.04
11 H 0.4553 0.8661 2.4451  0.03
12 H -3.4110 -0.2816 1.6859  0.00
13 O 2.4217 -1.2561 3.6976  -0.09
14 H 1.2343 4.2596 -1.2334  0.08
15 O -4.1539 -0.8907 1.8100  -0.07
16 O -1.6377 -3.3376 -1.1759  -0.05
17 H 1.6071 -2.0690 1.6415  0.00
18 O 1.2028 1.3314 -3.6836  -0.05
19 C 1.1354 0.4399 -0.4554  -0.20
20 H 2.7697 -3.0890 2.0919  0.04
21 O -1.9148 -3.4108 2.1274  -0.05
22 H -2.1945 -0.5554 -0.8343  0.14
23 O -0.2168 3.1542 1.4429  -0.07
24 H -1.3164 -2.8432 1.6234  0.02
25 C 2.4954 0.3566 -1.0974  -0.26
26 H 0.1627 3.3527 0.5459  0.00
27 O -1.4830 0.4430 0.6695  -0.03
28 O 0.8393 3.3934 -1.0659  -0.05
29 H 1.5806 2.7896 -1.2401  0.04
30 H 1.9127 -0.4779 3.9710  0.02
31 H -2.4061 -2.9107 -0.7821  0.03
32 H -0.8808 3.8572 1.4576  0.05
33 H -1.8345 2.1512 -1.1050  0.10
34 H 3.0137 1.6633 0.4114  0.06
35 O 0.4003 0.0440 2.9541  -0.06
36 H -2.8502 0.8164 -3.5885  0.02
37 H 0.1336 -1.3183 -1.0829  0.12
38 O -1.8726 1.2779 -1.5097  0.01
39 H -2.3898 -0.6746 -3.1981  0.01
40 H 0.5420 1.4663 -2.9956  0.01
41 H 2.4586 0.6822 -2.1443  0.08
42 H 2.8454 -0.6723 -0.9999  0.12
43 H 0.0101 -0.2934 -2.2509  0.12
44 H 4.3455 1.0088 -0.3373  0.07
45 C -0.0480 -0.2398 -1.1578  -0.12
46 H -1.9102 -4.2457 -1.3556  0.05
47 O 1.9259 -2.9713 1.6594  -0.06
48 H 1.1549 -0.1013 0.4913  0.09

Results
Frontier orbital gap ... 0.3444 hartree
Highest occupied orbital energy ... -9.53 eV
DFT total energy ... -1128.5807 Eh
Structure (SMILES) ... NCCCC(O)O.O.O.O.O.O.O.O.O.O.O
Total charge ... 0

***

Entry 3:
Molecular formula: C4H31NO13
Method: DFT, ωB97M-V with the def2-TZVPD basis set

Each line ends with the Löwdin charge.
Element x y z (Å)
1 O -1.1755 -2.7189 1.2775  -0.03
2 O 3.8794 -0.2976 -1.8168  -0.07
3 H 1.2478 -1.1009 -4.1911  0.04
4 H 3.5461 1.3028 2.0004  0.14
5 H 3.0061 -0.3089 0.3137  0.10
6 H -2.5244 -1.8901 1.4567  -0.03
7 H -1.6880 -2.8182 -3.0339  0.04
8 C 1.6263 1.3434 -1.4467  -0.08
9 O -3.3964 -1.4471 1.3634  -0.08
10 H -4.0853 1.1227 0.4318  0.05
11 H -0.9516 -2.3141 -1.8442  -0.02
12 H -1.7378 2.9229 -0.6315  0.04
13 H -0.6755 1.1767 -5.1502  0.05
14 H 4.0776 -1.2057 -1.5511  0.05
15 H -0.9952 -3.5808 1.6681  0.09
16 H 0.8857 -1.3061 4.0877  0.06
17 C 1.1867 0.5394 -0.2982  -0.35
18 C 0.4758 -0.7800 -0.7428  -0.18
19 O -3.5879 1.0606 -0.3973  -0.07
20 H -1.6994 0.7954 4.1799  0.01
21 H 1.5742 -2.1062 -3.1747  0.06
22 H 1.9924 0.8136 -2.3365  0.04
23 H 0.8982 1.9982 -1.9739  0.09
24 C 2.4978 1.2580 1.6421  -0.16
25 H 1.1497 -1.6155 -0.4429  0.14
26 H 1.1685 1.3947 3.1039  0.06
27 H 3.1623 -0.3821 -2.4681  -0.02
28 H 2.0817 2.1098 1.1167  0.11
29 O -0.6971 1.9901 1.9748  -0.04
30 H 0.0910 0.4329 -4.1545  0.01
31 H 0.4539 1.1791 0.2380  0.12
32 O -2.1422 3.4822 0.0438  -0.06
33 O -0.6793 -0.8981 -1.0193  0.07
34 N 2.1908 0.1636 0.7110  -0.01
35 O -0.9170 -3.0512 -2.5022  -0.08
36 H 2.2921 2.2277 -1.2786  0.11
37 H 0.7351 -0.4372 2.9439  0.00
38 H -3.2454 0.1608 -0.2439  0.01
39 H -0.3540 -2.2143 1.3200  0.03
40 H -3.0117 3.0759 0.1173  0.02
41 O -0.5405 0.2622 -4.8686  -0.05
42 O 0.1842 -1.0812 3.4635  -0.09
43 O -2.0080 0.0005 4.6469  -0.08
44 O 1.9171 -1.2631 -3.5146  -0.04
45 H -1.8207 -0.5926 3.9041  0.00
46 O 1.8458 0.7543 2.8756  -0.10
47 H -4.0198 -2.0293 0.9158  0.04
48 H -0.9508 1.1492 1.5887  0.04
49 H -1.2629 2.7224 1.6963  0.03

Results
Frontier orbital gap ... 0.3631 hartree
Highest occupied orbital energy ... -9.87 eV
DFT total energy ... -1203.8009 Eh
Structure (SMILES) ... C[C@@H](C=O)NCO.O.O.O.O.O.O.O.O.O.O.O
Total charge ... 0

***

Entry 4:
Molecular formula: C4H32B6CaO
Method: DFT, ωB97M-V with the def2-TZVPD basis set

Each line ends with the Löwdin charge.
Element x y z (Å)
1 H -3.3667 -4.8488 -1.9266  -0.13
2 C 4.6529 0.5318 -3.5178  -0.20
3 H 2.9647 -0.6784 -3.2885  0.12
4 B -2.5842 0.3125 -3.3136  -0.45
5 H -5.3897 -1.3788 2.3292  -0.12
6 H 2.4561 0.7849 -3.9957  0.12
7 C 3.1910 0.3878 -3.2954  -0.20
8 H 5.1116 -0.3556 -3.9538  0.11
9 H 0.0931 1.9240 5.8959  -0.13
10 H -3.5164 4.0930 0.9327  -0.12
11 H -1.9793 -0.5684 -3.4631  -0.11
12 H 4.1695 2.5111 -1.5782  0.12
13 H 0.8524 1.8426 4.3320  -0.13
14 C 5.2595 0.8179 -2.1862  -0.20
15 H 0.3297 -2.8247 2.4421  -0.10
16 H -2.0328 -5.5007 -0.9653  -0.13
17 H 0.2146 0.4018 5.0653  -0.12
18 H -3.6705 -5.3261 -0.2816  -0.13
19 B 1.2809 -2.7041 1.9472  -0.45
20 B -2.9298 -4.9014 -0.9414  -0.47
21 H 1.9755 -3.4201 2.3583  -0.11
22 B -4.8696 -0.4965 2.6689  -0.45
23 H 4.3043 1.1122 -0.4213  0.13
24 H -3.3421 0.1176 -2.5707  -0.11
25 H 5.6625 -0.1044 -1.7678  0.11
26 H 6.0591 1.5540 -2.2688  0.11
27 H 1.6421 -1.6874 1.9570  -0.12
28 H 4.8174 1.4249 -4.1207  0.11
29 H -4.8759 0.1637 1.8155  -0.12
30 H -2.5822 5.2820 1.8060  -0.13
31 H -2.1233 4.7576 0.1435  -0.13
32 H 1.7118 1.1722 5.7057  -0.13
33 Ca -1.2026 -0.1014 0.3285  1.67
34 H -2.8910 0.6238 -4.3001  -0.11
35 C 4.1106 1.4308 -1.4455  -0.22
36 H -1.9198 3.6869 1.5519  -0.13
37 H -2.6417 -3.9332 -0.5622  -0.13
38 B 0.7360 1.3238 5.2709  -0.48
39 O 2.9192 0.9105 -1.9952  -0.11
40 H 1.1211 -2.9295 0.9042  -0.13
41 H -2.0024 1.1043 -2.8678  -0.13
42 H -3.8495 -0.7782 2.8792  -0.13
43 B -2.5182 4.4650 1.1040  -0.47
44 H -5.3478 -0.1989 3.5893  -0.12

Results
Frontier orbital gap ... 0.2011 hartree
Highest occupied orbital energy ... 1.15 eV
DFT total energy ... -1072.5916 Eh
Total charge ... -4

***

Entry 5:
Molecular formula: C4H32BO24
Method: DFT, ωB97M-V with the def2-TZVPD basis set

Each line ends with the Löwdin charge.
Element x y z (Å)
1 H -16.4580 34.6106 30.1357  0.04
2 H -12.5052 32.1142 23.7032  0.05
3 H -14.9338 27.7668 32.3330  0.00
4 O -13.6198 34.3865 27.8867  -0.04
5 O -16.5190 33.8481 29.5603  -0.05
6 O -12.9832 29.0658 28.4703  0.23
7 H -12.9097 26.4623 29.1977  0.06
8 H -10.6012 30.8142 30.1067  0.02
9 C -10.2350 30.1531 26.8171  -0.36
10 H -16.7894 31.9810 28.8130  -0.03
11 O -12.5305 30.2377 26.2832  0.23
12 O -10.4317 28.2492 30.1654  -0.05
13 O -12.0273 26.3446 29.5494  -0.02
14 H -10.2523 28.6339 29.3075  0.01
15 H -13.7196 29.5752 23.7540  0.02
16 O -11.7999 32.7546 23.6100  -0.02
17 H -10.3021 30.4185 21.4985  0.02
18 O -7.8124 30.8611 24.2761  -0.06
19 O -9.9320 33.1079 25.5223  -0.03
20 H -15.6186 33.5321 29.4845  -0.01
21 O -14.2187 28.9930 30.4124  0.15
22 H -12.7567 34.1039 28.1892  -0.03
23 C -13.6407 29.5730 29.4997  -0.34
24 H -11.1751 27.6651 30.0157  -0.04
25 O -13.6727 28.7126 24.1663  -0.04
26 H -5.7711 27.7813 27.6545  0.03
27 H -7.9224 29.9312 24.0774  0.02
28 H -14.9194 32.9735 25.8221  0.03
29 H -12.9344 28.7761 24.7722  0.00
30 C -13.7715 31.0878 29.2670  -0.28
31 H -10.6446 32.9540 24.9020  -0.03
32 H -11.6217 25.7003 28.9693  0.07
33 O -10.0890 31.6210 30.1620  -0.03
34 O -15.3201 32.2003 26.2194  -0.03
35 H -13.5200 34.4913 26.9405  0.03
36 H -17.3650 31.7061 27.4400  0.01
37 O -13.0171 31.4129 28.1997  0.20
38 H -10.3099 34.4975 28.9557  0.06
39 H -13.8744 31.4519 33.6177  0.05
40 O -11.0647 30.0763 24.4813  0.13
41 O -9.0274 30.1544 26.7615  0.15
42 H -10.8588 33.0913 29.0702  0.01
43 H -14.9304 28.8401 33.4007  -0.02
44 H -14.0924 30.6527 32.3506  0.02
45 O -10.9342 30.2461 27.9101  0.20
46 O -15.2066 27.9388 33.2342  -0.07
47 H -14.8549 32.0882 27.0484  0.00
48 O -17.3176 31.3481 28.3265  -0.06
49 H -11.6333 32.7929 22.6682  0.06
50 B -12.3734 30.1891 27.6929  -0.94
51 C -11.3009 30.1373 25.6609  -0.28
52 H -6.5154 28.7161 26.7249  0.02
53 O -5.9261 27.9618 26.7273  -0.05
54 O -14.4768 31.9270 29.8695  0.10
55 H -9.9614 29.7265 22.8011  -0.02
56 H -10.3706 33.3744 26.3303  0.01
57 O -11.0087 33.9291 28.6321  -0.03
58 O -9.7881 29.6965 21.8602  -0.05
59 O -14.0940 30.5744 33.3046  -0.04
60 H -9.1779 31.3298 30.1260  0.06
61 H -8.5694 31.0818 24.8187  -0.02

Results
Frontier orbital gap ... 0.3712 hartree
Highest occupied orbital energy ... -8.29 eV
DFT total energy ... -2002.5867 Eh
Total charge ... -1

***

Entry 6:
Molecular formula: C4H32N2O12
Method: DFT, ωB97M-V with the def2-TZVPD basis set

Each line ends with the Löwdin charge.
Element x y z (Å)
1 H 2.5095 1.1255 -2.8028  0.08
2 H 0.4853 5.0591 0.7932  0.04
3 H 2.6031 -3.3542 -1.3304  0.07
4 O 2.6514 -3.0493 -0.4200  -0.05
5 H -2.3320 -2.9245 2.9448  0.02
6 H 0.0041 3.5815 0.1769  -0.02
7 H -1.6985 0.1714 -3.5752  0.15
8 C -2.1054 -0.8320 -1.7510  -0.25
9 H -0.8648 2.3655 -2.5040  0.15
10 N 0.0586 -0.0335 1.0052  0.07
11 O 1.9540 0.8234 2.8328  -0.05
12 C -1.2511 1.5427 -1.8981  -0.12
13 O 3.1095 -0.8035 0.0317  -0.09
14 H -0.7466 -2.6291 2.5837  0.00
15 H 1.1053 -1.2613 -3.0172  -0.04
16 O 1.2963 -2.1406 -3.3420  -0.03
17 O -2.3630 3.6026 2.3524  -0.03
18 C -1.2739 0.1532 -2.5708  -0.08
19 H 0.5865 1.2541 -0.9082  0.13
20 O -3.2178 -0.4363 2.7801  -0.05
21 H 1.8569 -3.4041 0.0125  0.02
22 H 2.6387 3.1500 0.9135  0.06
23 O -0.0786 4.5242 0.2818  -0.02
24 H 2.7039 0.0858 -1.7113  0.03
25 H 2.1129 1.7112 0.8907  -0.01
26 O -1.7068 -1.8537 -1.2803  0.09
27 N -0.3991 1.5190 -0.7325  0.16
28 H 0.0169 -3.5141 -0.6229  0.02
29 H -1.6590 3.8306 1.7530  -0.02
30 H -0.6525 -4.0392 0.6847  0.03
31 H 0.6190 -0.3880 0.2337  0.07
32 H -3.1812 -0.6589 -1.7373  0.14
33 H -2.2943 1.7430 -1.6995  0.14
34 H -1.9178 0.6165 0.5737  0.14
35 H -0.6779 1.7562 1.2540  0.15
36 O -1.4121 -3.1671 2.9692  -0.01
37 O 2.1926 2.5081 0.3599  -0.04
38 H -0.2282 -0.1413 -2.5972  0.07
39 H 3.8479 -0.9190 -0.5777  0.06
40 O 2.0731 0.3805 -2.3862  -0.04
41 H -3.3349 -1.1836 3.3755  0.03
42 H -2.7074 2.7130 2.2856  0.01
43 H 0.5183 -2.2897 -3.8628  0.03
44 H -4.1770 -0.3187 2.7278  0.06
45 H -0.3082 -0.8366 1.4927  0.08
46 C -0.8946 0.9794 0.4868  -0.18
47 H 1.0347 0.5678 2.7504  0.00
48 H 2.3805 0.2060 2.2359  0.01
49 H 3.0024 -1.6842 0.4176  0.02
50 O 0.1211 -4.1081 0.1278  -0.03

Results
2S+1 ... 2
Frontier orbital gap (spin up / spin down) ... 0.3860 / 0.2119 hartree
Highest occupied orbital energy (spin up / spin down) ... -13.75 / -13.75 eV
DFT total energy ... -1183.6003 Eh
Total charge ... +1

***

In the order shown, the computed relative energy (zero: lowest compared OMol25 entry of this formula, charge and spin) values come out to 0.00, 252.51, 478.23, 742.90, 158.43, 164.80 kJ/mol.
In the order shown, the computed maximum force values come out to 1.3, 2.3, 4.5, 5.0, 4.1, 3.5 eV/A.